Entry 1:
Molecular formula: C42H37AuP2
Method: DFT, the ωB97M-V functional and the def2-TZVPD basis

Output
**LUMO (alpha / beta)**: -6.572 / -9.317 eV
**ΔE to the lowest compared entry with this formula, charge and spin**: 72.96 kcal per mole
**Charge**: +2
**Total energy**: -2440.316631 Eh
**2S+1**: 3

Each line ends with the Mulliken charge.
Element x y z (Å)
C 0.60304 -1.53616 -3.05012  -0.547
C -0.40400 -1.93225 -2.14056  0.458
C -1.75143 -1.83993 -2.51903  -0.322
C -2.09136 -1.36117 -3.78547  -0.817
C -1.08907 -0.94870 -4.66721  -0.436
C 0.26186 -1.04858 -4.31133  -0.952
P 0.05690 -2.22851 -0.40345  1.242
C -1.27002 -3.22797 0.30524  0.204
C -2.42526 -2.68029 0.89986  0.127
C -3.43416 -3.52610 1.36230  -0.754
C -3.31620 -4.91141 1.21950  -0.587
C -2.17632 -5.46582 0.62609  -0.629
C -1.15776 -4.62820 0.18259  -0.461
Au 0.04798 0.10483 0.82130  0.785
P 0.08710 2.39517 0.03178  0.690
C -1.29798 2.56084 -1.14116  0.277
C -1.05302 2.73608 -2.50967  -0.502
C -2.08744 2.53657 -3.41886  -0.635
C -3.33700 2.10973 -2.97060  -0.541
C -3.56895 1.86766 -1.61308  -0.885
C -2.54011 2.08854 -0.69458  -0.259
C -0.21919 3.64051 1.31609  0.912
C 0.65636 3.75677 2.41560  -0.379
C 0.48783 4.80026 3.32482  -0.760
C -0.53667 5.72757 3.16626  -0.529
C -1.39560 5.62244 2.08036  -0.655
C -1.25268 4.58505 1.16432  -0.466
C 1.68893 2.82692 -0.70651  0.455
C 2.79661 1.96724 -0.56355  -0.510
C 3.94859 2.17946 -1.32611  -0.686
C 4.05236 3.32518 -2.11931  -0.493
C 3.02679 4.27730 -2.12909  -0.711
C 1.85052 4.03597 -1.41211  -0.405
C 1.59224 -3.18070 -0.28640  0.199
C 1.96512 -4.07032 -1.29712  -0.061
C 3.23769 -4.64105 -1.26097  -0.846
C 4.14855 -4.29290 -0.25581  -0.588
C 3.78499 -3.37168 0.72745  -0.945
C 2.51176 -2.83512 0.72990  -0.085
H 1.47007 3.02812 2.53243  0.488
H 1.16437 4.87656 4.16711  0.445
H -0.65820 6.53511 3.87657  0.439
H -2.19254 6.34043 1.93603  0.452
H -1.92880 4.50708 0.30611  0.316
H -0.05342 3.02335 -2.85176  0.383
H -1.90574 2.71266 -4.47928  0.471
H -4.14309 1.94817 -3.69291  0.457
H -4.54046 1.51512 -1.26357  0.433
H -2.69347 1.84737 0.35767  0.460
H 2.73887 1.11544 0.12582  0.404
H 4.75583 1.44375 -1.29591  0.442
H 4.95268 3.49029 -2.70654  0.425
H 3.13504 5.20151 -2.69607  0.424
H 1.04829 4.78887 -1.40646  0.483
H 1.26155 -4.28785 -2.10788  0.486
H 3.50497 -5.35496 -2.03428  0.425
H 5.13407 -4.74302 -0.23423  0.432
H 4.49098 -3.07145 1.50340  0.464
H 2.26251 -2.08228 1.48816  0.258
H -2.52575 -1.59260 1.00052  0.264
H -4.32528 -3.10056 1.82912  0.451
H -4.10817 -5.57019 1.56270  0.411
H -2.06817 -6.54370 0.49477  0.449
H -0.25722 -5.04375 -0.28893  0.286
H -2.53712 -2.09698 -1.80972  0.400
H -3.13969 -1.27210 -4.05944  0.471
H -1.35301 -0.53078 -5.63774  0.458
H 1.03395 -0.72580 -5.00591  0.444
H 1.65352 -1.60481 -2.76211  0.435
H 0.10319 0.86700 -0.67512  0.395
H 1.05076 -1.11156 0.27298  -0.236
C -0.17728 -1.15858 5.49978  -0.704
C -0.02216 -2.16836 4.56106  -0.897
C 0.02551 -1.87191 3.18299  0.061
C -0.08731 -0.55085 2.76400  1.099
C -0.29921 0.47054 3.68880  -0.589
C -0.31598 0.15980 5.05614  -0.563
H -0.19092 -1.38023 6.56213  0.399
H 0.07352 -3.20085 4.87579  0.451
H 0.13937 -2.69531 2.46289  0.380
H -0.43481 1.49955 3.34125  0.199
H -0.44223 0.97057 5.76833  0.443



Entry 2:
Molecular formula: C42H37B2Cl3N4O5RuSSe2
Method: DFT, the ωB97M-V functional and the def2-TZVPD basis

Output
**LUMO (alpha / beta)**: -5.869 / -6.812 eV
**ΔE to the lowest compared entry with this formula, charge and spin**: 22.18 kcal per mole
**Charge**: +2
**Total energy**: -8943.713607 Eh
**2S+1**: 5

Each line ends with the Mulliken charge.
Element x y z (Å)
Ru 16.69072 9.86304 14.68049  0.815
Se 16.23545 9.11251 17.58656  -0.077
Se 18.28289 10.04346 18.10321  0.238
C 18.52172 11.45592 16.79126  -0.245
C 19.45742 12.45099 17.10097  -0.878
C 19.44679 13.58464 16.27530  -0.838
C 18.59814 13.64661 15.18428  -1.462
C 17.82600 12.58528 14.88392  0.449
N 17.78938 11.46688 15.62862  1.963
C 16.89736 7.60462 16.59317  0.588
C 17.31324 6.39798 17.19241  -0.522
C 17.81340 5.36132 16.37888  -0.488
C 17.83318 5.55914 14.99108  -0.806
C 17.45046 6.77713 14.47970  -0.449
N 17.01566 7.76043 15.29105  -0.094
H 20.04866 12.31938 17.98081  0.709
H 20.18869 14.33973 16.56890  0.494
H 18.62688 14.56770 14.57457  0.534
H 17.23767 12.48066 13.94082  -0.386
H 17.28902 6.28696 18.31026  0.405
H 18.16834 4.50854 16.84602  0.548
H 18.17851 4.86600 14.27298  0.497
H 17.39739 7.00861 13.44431  0.578
C 22.76100 10.40868 19.05526  -1.495
C 23.60654 9.77573 17.95984  1.937
C 24.27634 8.55108 18.51523  -1.981
C 24.74940 10.76179 17.60760  -1.835
C 22.66671 9.52500 16.78800  0.394
C 21.79513 8.36072 16.80477  -0.697
C 20.81694 8.15115 15.90033  -1.527
C 20.70412 9.10755 14.92538  1.302
O 19.65522 9.28199 14.05767  -0.215
B 19.87158 10.47995 13.40682  0.357
O 21.00450 11.06154 13.93884  -0.391
C 21.47028 10.23646 14.87382  0.544
C 22.54662 10.38854 15.75806  -0.954
H 23.32924 10.64261 19.97049  0.469
H 22.00236 9.72233 19.40106  0.345
H 22.32379 11.34341 18.74578  0.212
H 24.97402 8.89536 19.30856  0.459
H 24.88762 8.04949 17.78720  0.454
H 23.63844 7.85131 18.95596  0.382
H 25.39208 10.93628 18.49368  0.411
H 24.40886 11.71802 17.21082  0.334
H 25.45560 10.37234 16.85800  0.439
H 21.83569 7.60519 17.57030  0.279
H 20.26636 7.29016 16.01993  0.690
H 23.19971 11.24760 15.70820  0.385
Cl 12.14888 19.64866 17.02394  -0.177
C 12.54766 17.95793 16.99950  0.459
C 13.54316 17.55534 16.12070  -1.285
C 13.79938 16.20951 16.04339  -0.011
C 13.18242 15.29333 16.86457  -0.139
C 13.56937 13.86773 16.65122  -0.719
C 12.87712 13.39578 15.33706  -1.539
N 13.28918 12.03938 15.07309  0.280
C 12.68652 10.85713 15.50954  -0.277
C 13.54324 9.85071 15.23254  -1.261
N 14.61628 10.38897 14.50384  -0.458
C 14.40772 11.71155 14.48661  0.450
O 14.91975 13.61207 16.43969  0.328
C 15.81427 13.59565 17.53464  0.266
C 15.29952 14.16889 18.88772  -0.256
C 14.81378 13.43404 19.95902  0.843
Cl 14.58232 11.68397 19.95130  -0.210
S 14.43399 14.47388 21.24589  -0.196
C 14.98912 15.88297 20.48823  -0.473
C 15.36992 15.54499 19.20372  -0.754
C 12.30981 15.74999 17.79948  1.538
Cl 11.34655 14.70783 18.73871  -0.205
C 11.92892 17.08416 17.86961  -1.082
H 13.91866 18.28224 15.39006  0.403
H 14.50419 15.73302 15.37494  0.294
H 13.17047 13.26049 17.47655  0.739
H 13.19527 13.97562 14.47292  0.462
H 11.81671 13.50122 15.35687  0.319
H 11.81494 10.88476 16.09332  0.504
H 13.37437 8.84623 15.43649  0.613
H 15.00286 12.51590 14.00881  0.438
H 16.73612 14.11061 17.24239  0.069
H 16.08130 12.60378 17.73587  -0.108
H 14.93439 16.88488 20.93027  0.439
H 15.54837 16.39971 18.52778  0.375
H 11.05265 17.24449 18.40492  0.540
O 17.49111 10.76744 12.19017  -0.342
B 18.86237 11.13533 12.21920  0.512
O 19.05287 12.31036 11.54106  -0.562
C 17.82749 12.65629 10.97052  0.851
C 17.57983 13.67749 10.11177  -1.074
C 16.25592 13.75726 9.68365  -0.472
C 15.33158 12.85560 10.01642  -0.649
C 15.57575 11.77378 10.91338  -0.882
C 16.89108 11.70174 11.35662  0.684
H 18.23342 14.46292 9.83367  0.557
H 15.95710 14.43789 8.80902  0.286
H 14.40372 12.86294 9.47478  0.451
H 14.80708 11.04746 11.14258  0.561